Entry 1:
Computed, not measured: C25H45N6OPb as an isolated structure at a distorted geometry, with ωB97M-V with the def2-TZVPD basis set.

Cartesian coordinates (Å):
Pb1 -0.432681 -2.384867 4.454636
C1 -0.531420 -0.581585 1.138702
O1 -0.395808 -1.437504 2.226131
H1 -1.470315 -0.760769 0.603585
H2 -0.694227 0.436710 1.532065
H3 0.335256 -0.426315 0.489040
C2 -3.256793 3.033621 1.277589
C3 -3.283015 2.703495 2.783492
C4 -1.871939 2.853411 3.361718
C5 -1.252458 4.154338 3.192409
N1 -0.723771 5.155255 3.009804
H4 -3.032501 4.072959 1.050022
H5 -4.267534 2.799243 0.938030
H6 -2.559669 2.386279 0.744171
H7 -3.550436 1.687447 3.089535
H8 -4.039038 3.268951 3.329915
H9 -1.196590 2.094433 2.962318
H10 -1.979589 2.693037 4.439498
C6 3.854515 -2.187745 0.135987
C7 4.021018 -0.737966 0.517263
C8 3.527027 -0.238871 1.873217
C9 4.340141 -0.858539 2.941508
N2 4.961931 -1.298501 3.801430
H11 4.353300 -2.369806 -0.813923
H12 2.824446 -2.550665 0.083756
H13 4.279253 -2.861782 0.886726
H14 3.404676 -0.158211 -0.187585
H15 4.967002 -0.261328 0.254120
H16 2.533373 -0.648713 2.066862
H17 3.744948 0.820533 1.990597
C10 1.728959 -2.357730 -4.581841
C11 1.565510 -1.964822 -3.104883
C12 0.583253 -2.870831 -2.387273
C13 -0.753414 -2.960782 -3.007001
N3 -1.828211 -2.981749 -3.410685
H18 2.157726 -3.363175 -4.593877
H19 2.286846 -1.670259 -5.211903
H20 0.761053 -2.476961 -5.074559
H21 1.175183 -0.943010 -3.115196
H22 2.516925 -1.869170 -2.583294
H23 0.416948 -2.632482 -1.333855
H24 1.022087 -3.873199 -2.356112
C14 -1.855490 0.804798 -4.321412
C15 -1.212505 0.908179 -2.941438
C16 -1.429973 2.211021 -2.135351
C17 -1.438404 3.403670 -2.988146
N4 -1.452863 4.331679 -3.661499
H25 -1.735043 1.668457 -4.976002
H26 -2.933720 0.782872 -4.132950
H27 -1.584045 -0.103640 -4.853564
H28 -0.156905 0.644429 -3.018224
H29 -1.687046 0.116074 -2.355565
H30 -0.649060 2.351089 -1.389587
H31 -2.438603 2.152951 -1.723842
C18 -1.856718 -5.259294 0.101039
C19 -3.188520 -4.506184 0.039423
C20 -3.329923 -3.400512 1.092355
C21 -2.748656 -3.685703 2.396964
N5 -2.240874 -3.936605 3.399135
H32 -1.018670 -4.576226 -0.096913
H33 -1.743432 -6.042185 -0.647729
H34 -1.441751 -5.715175 1.004810
H35 -3.992276 -5.242388 0.094515
H36 -3.295222 -4.111273 -0.970198
H37 -4.353189 -3.171926 1.402112
H38 -2.766243 -2.549156 0.704950
C22 1.980037 2.660220 0.354351
C23 1.464248 3.506261 1.552251
C24 2.479279 4.259804 2.429322
C25 3.353627 5.090042 1.593678
N6 4.064614 5.748655 0.982077
H39 3.064000 2.791597 0.438278
H40 1.796103 3.061394 -0.642720
H41 1.649913 1.623480 0.363600
H42 0.788932 2.916835 2.171652
H43 0.818444 4.269167 1.115558
H44 2.959248 3.617709 3.167248
H45 1.888720 4.947539 3.039721

Cartesian forces (eV/Å) of the 6 atoms listed first:
Pb -0.47 0.84 -3.56
C -0.91 1.82 0.97
O 0.44 -2.03 2.82
H 0.33 -0.38 -0.46
H 0.05 0.09 -0.10
H 0.10 -0.84 -0.07

Summary:
total charge	+1
energy above the lowest of the compared OMol25 structures with the same formula, charge and spin	108.5	kcal per mole

Atom charges from the Löwdin analysis, given in e for atoms 1 to 6: number 1, Pb, carries 1.55; number 2, C, carries -0.26; number 3, O, carries -0.60; number 4, H, carries 0.06; number 5, H, carries 0.05; number 6, H, carries 0.07


Entry 2:
Computed, not measured: C25H45NP2PrS as an isolated structure at a distorted geometry, with ωB97M-V with the def2-TZVPD basis set.

Cartesian coordinates (Å):
Pr1 -0.601052 -0.054325 -0.968379
C1 -2.418341 1.723678 0.727484
C2 -3.071132 0.842278 -0.193519
C3 -2.522055 -0.351241 1.715416
C4 -2.157418 1.000231 1.929279
C5 -3.088827 -0.462312 0.410174
C6 -2.150810 3.167614 0.535251
H1 -2.044970 3.434941 -0.526951
H2 -1.218741 3.456415 1.047256
H3 -2.964765 3.787537 0.953113
C7 -1.783015 1.590819 3.227880
H4 -1.535817 2.653114 3.129205
H5 -0.916736 1.081878 3.679169
H6 -2.618145 1.506829 3.940277
C8 -2.434027 -1.450284 2.710373
H7 -3.416720 -1.629316 3.175363
H8 -1.715061 -1.218603 3.505802
H9 -2.113451 -2.389977 2.237135
C9 -3.599997 -1.708511 -0.217201
H10 -4.703421 -1.738744 -0.248512
H11 -3.256497 -2.594599 0.336689
H12 -3.248095 -1.817604 -1.258099
C10 -3.566252 1.214991 -1.547411
H13 -4.515337 1.775189 -1.500904
H14 -3.745859 0.339358 -2.185898
H15 -2.851422 1.873772 -2.067782
C11 1.397426 0.858921 -1.903836
C12 0.345287 1.679234 -2.269805
C13 -0.258118 1.672698 -3.659532
C14 -1.058326 0.426707 -4.151375
C15 -1.182983 -0.779794 -3.222372
C16 -0.074844 -1.502893 -2.814288
C17 1.300215 -1.270547 -3.425619
C18 2.110104 -0.064000 -2.870019
H16 0.531699 1.898738 -4.395539
H17 -0.643391 0.128585 -5.134191
H18 -0.927383 2.545766 -3.729118
H19 2.519027 0.520046 -3.707626
H20 1.912938 1.023365 -0.943573
H21 0.087686 2.553379 -1.645685
H22 3.003957 -0.452959 -2.358354
H23 1.906432 -2.176858 -3.269025
H24 -0.188042 -2.461167 -2.269248
H25 1.251617 -1.189574 -4.520397
H26 -2.079263 0.757482 -4.403619
H27 -2.173652 -1.257213 -3.226965
P1 2.537249 2.993794 1.452671
C19 1.827949 3.416093 3.098107
H28 2.445240 4.102011 3.694241
H29 1.665324 2.486073 3.657034
H30 0.847344 3.877260 2.931405
C20 4.220633 2.439034 1.934943
H31 4.887983 3.228581 2.303382
H32 4.674532 1.985068 1.047008
H33 4.124241 1.656073 2.693938
C21 2.892086 4.663197 0.782021
H34 3.161173 4.532204 -0.271459
H35 3.701489 5.205523 1.287827
H36 1.978275 5.264565 0.814256
P2 1.023204 -4.055925 0.604468
C22 0.172119 -5.512625 -0.047868
H37 0.911886 -6.279611 -0.310423
H38 -0.382627 -5.208960 -0.950743
H39 -0.544881 -5.895035 0.688204
C23 2.637383 -4.069742 -0.230008
H40 2.542587 -3.550380 -1.195119
H41 2.937957 -5.110220 -0.412211
H42 3.391979 -3.549606 0.368297
C24 1.379171 -4.317093 2.355460
H43 1.681436 -5.360737 2.487574
H44 0.465543 -4.106512 2.933476
H45 2.159908 -3.628686 2.691620
S1 1.191245 -1.349620 0.954909
C25 1.048015 -0.678558 2.484271
N1 0.899110 -0.119184 3.527721

Cartesian forces (eV/Å) of the 6 atoms listed first:
Pr -5.34 -1.01 9.53
C 0.47 -0.79 0.70
C 1.31 -1.02 -0.12
C -0.22 0.04 -1.10
C -0.20 0.30 -1.40
C 0.64 0.68 0.12

Summary:
expectation value of S²	2.10
total charge	+1
spin multiplicity	3
energy above the lowest of the compared OMol25 structures with the same formula, charge and spin	100.6	kcal per mole

Atom charges from the Löwdin analysis, given in e for atoms 1 to 6: number 1, Pr, carries 1.01; number 2, C, carries -0.25; number 3, C, carries -0.33; number 4, C, carries -0.21; number 5, C, carries -0.20; number 6, C, carries -0.30


Entry 3:
Computed, not measured: C25H45NP2SW as an isolated structure at a distorted geometry, with ωB97M-V with the def2-TZVPD basis set.

Cartesian coordinates (Å):
W1 0.303785 -0.205842 -0.940170
C1 2.436620 -0.003278 0.590196
C2 2.522659 0.143306 -0.854308
C3 1.644068 2.094849 0.082267
C4 1.999997 1.224088 1.137916
C5 2.011438 1.476762 -1.159909
C6 3.050107 -1.114123 1.365941
H1 3.046539 -2.067556 0.815168
H2 2.525210 -1.250015 2.320588
H3 4.096944 -0.875977 1.613291
C7 2.272305 1.659798 2.529907
H4 2.580869 0.839367 3.184941
H5 1.411907 2.142101 2.997166
H6 3.091051 2.394301 2.535149
C8 1.218203 3.500530 0.270850
H7 2.096000 4.151423 0.409084
H8 0.608846 3.624083 1.176014
H9 0.634698 3.894483 -0.571005
C9 2.367757 2.178645 -2.439076
H10 3.402662 1.948408 -2.740211
H11 2.298626 3.269125 -2.313587
H12 1.713413 1.905645 -3.280351
C10 3.557013 -0.542732 -1.711436
H13 4.567434 -0.167326 -1.450520
H14 3.427030 -0.337060 -2.787295
H15 3.581634 -1.629550 -1.561199
C11 -1.025694 -1.758364 -0.337323
C12 0.372111 -2.151812 -0.351663
C13 0.922413 -3.084631 -1.420161
C14 0.839641 -2.452596 -2.848919
C15 0.540084 -0.955178 -2.836200
C16 -0.842804 -0.511128 -2.696422
C17 -1.959596 -1.562978 -2.674466
C18 -2.068465 -2.279985 -1.311490
H16 0.390845 -4.057862 -1.380566
H17 0.107946 -3.009049 -3.465952
H18 1.973795 -3.336229 -1.160471
H19 -2.006267 -3.387188 -1.385037
H20 -1.404682 -1.698655 0.692184
H21 0.751789 -2.328615 0.663196
H22 -3.079449 -2.126771 -0.881860
H23 -2.926429 -1.082969 -2.892399
H24 -1.103214 0.400704 -3.245655
H25 -1.848674 -2.298443 -3.495676
H26 1.805127 -2.640890 -3.341872
H27 1.190429 -0.306476 -3.446004
P1 -0.618707 -1.950712 3.535915
C19 0.020313 -1.232422 5.100170
H28 -0.445819 -1.741016 5.960035
H29 -0.189191 -0.147422 5.126605
H30 1.114604 -1.378572 5.110868
C20 -2.425405 -1.846651 3.789084
H31 -2.651112 -2.452278 4.679481
H32 -2.914361 -2.286915 2.908298
H33 -2.765240 -0.806623 3.895832
C21 -0.439665 -3.745341 3.769731
H34 -0.787312 -4.240194 2.852388
H35 -1.062176 -4.048362 4.620517
H36 0.611443 -4.001660 3.935965
P2 -2.159773 2.473843 -1.646466
C22 -2.172834 3.523461 -3.157437
H37 -3.167864 3.551886 -3.627875
H38 -1.448526 3.072799 -3.857576
H39 -1.826042 4.537549 -2.905667
C23 -3.842085 1.758081 -1.578103
H40 -3.930353 0.885644 -2.239690
H41 -4.577432 2.537982 -1.836503
H42 -4.015536 1.418847 -0.546253
C24 -2.406642 3.709904 -0.312342
H43 -3.212181 4.396940 -0.614385
H44 -1.476564 4.260361 -0.112598
H45 -2.680520 3.180143 0.613344
S1 -1.566201 1.385839 3.076854
C25 -1.215430 0.934690 1.584253
N1 -0.845106 0.625859 0.472902

Cartesian forces (eV/Å) of the 6 atoms listed first:
W 1.24 4.98 3.60
C 0.45 0.45 -0.70
C 0.02 0.08 -0.33
C 0.31 -0.42 -1.15
C 0.58 -0.93 -0.38
C 0.85 -0.39 0.49

Summary:
expectation value of S²	2.02
total charge	+2
spin multiplicity	3
energy above the lowest of the compared OMol25 structures with the same formula, charge and spin	106.7	kcal per mole

Atom charges from the Löwdin analysis, given in e for atoms 1 to 6: number 1, W, carries 1.70; number 2, C, carries -0.24; number 3, C, carries -0.39; number 4, C, carries -0.21; number 5, C, carries -0.21; number 6, C, carries -0.30


Q: The lowest energy above the lowest of the compared OMol25 structures with the same formula, charge and spin belongs to which entry?
A: C25H45NP2PrS